(1)
The following is a DFT calculation (wB97M-V/def2-TZVPD) of a 9-piece molecular cluster, C15H23Cl15N2O6 overall.

As for the SMILES: COC(=O)OC.COC(=O)OC.ClC(Cl)Cl.ClC(Cl)Cl.ClC(Cl)Cl.ClC(Cl)Cl.ClC(Cl)Cl.CC#N.CC#N. The relative energy (zero: lowest compared OMol25 entry of this formula, charge and spin) is 0.00 kcal per mole. The value obtained for the HOMO energy is -9.9905 eV. The energy comes out at -8049.08829 Ha. The gap between HOMO and LUMO is 10.1 eV.

The geometry in ORCA input format:
```
! wB97M-V def2-TZVPD RIJCOSX def2/J DEFGRID3
* xyz 0 1
Cl 4.613 -6.498 19.206
Cl 3.245 -5.000 13.076
Cl 2.700 -8.491 18.644
Cl 5.604 -6.174 15.638
Cl 6.034 -12.433 15.625
Cl 1.700 -11.764 9.994
Cl 0.678 -13.062 12.251
Cl 4.024 -10.396 16.306
Cl 5.383 -10.115 13.846
Cl 5.718 -3.504 12.518
Cl 2.485 -7.076 21.101
Cl 8.535 -5.898 14.971
Cl 3.654 -2.368 14.154
Cl 7.439 -8.468 16.153
Cl 3.410 -12.678 12.224
O -0.198 -11.030 19.068
O -1.408 -6.227 14.718
O -0.255 -11.098 16.935
O -2.444 -8.010 14.129
O -1.694 -9.626 18.050
O -2.318 -7.527 16.409
N 1.992 -8.467 12.976
N 1.591 -4.058 16.974
C -0.553 -10.589 15.594
C 2.855 -6.930 19.357
C 2.080 -8.006 14.018
C -0.352 -10.348 20.322
C -2.004 -7.840 12.713
C 3.966 -3.465 12.859
C 2.287 -7.468 15.399
C -0.865 -5.282 15.665
C 7.177 -7.043 15.146
C 4.785 -11.323 14.984
C 1.009 -3.637 17.884
C 0.309 -3.114 19.049
C -0.833 -10.552 17.998
C -2.050 -7.262 15.190
C 1.895 -11.962 11.760
H 0.135 -11.036 21.014
H 2.224 -6.164 18.907
H -1.929 -6.787 12.444
H -1.424 -10.245 20.492
H 0.183 -3.899 19.794
H 7.021 -7.433 14.140
H -1.124 -8.423 12.441
H 0.079 -4.951 15.230
H 1.525 -7.674 16.152
H -0.699 -2.717 18.932
H -0.354 -9.523 15.484
H 3.991 -11.877 14.483
H -1.568 -10.849 15.291
H -0.689 -5.620 16.686
H 3.461 -3.102 11.964
H -2.858 -8.145 12.109
H 3.319 -7.666 15.685
H 0.109 -11.062 14.869
H -1.599 -4.478 15.723
H 2.222 -6.386 15.281
H 0.866 -2.264 19.443
H 1.926 -10.995 12.264
H 0.143 -9.377 20.315
*
```

---

(2)
The following is a DFT calculation (wB97M-V/def2-TZVPD) of C15H23Cl2N4O4SSe2Te2V as an isolated structure.

The relative energy (zero: lowest compared OMol25 entry of this formula, charge and spin) is 0.00 kcal per mole. The value obtained for the HOMO energy (alpha / beta) is -9.8449 / -9.9027 eV. As for the expectation value of S²: 0.872. The energy comes out at -8706.76017 Ha. The gap between HOMO and LUMO (alpha / beta) is 5.4 / 6.5 eV.

The geometry in ORCA input format:
```
! wB97M-V def2-TZVPD RIJCOSX def2/J DEFGRID3
* xyz 1 2
Te -0.068 3.037 -1.509
Te 1.346 4.558 0.305
Se 1.679 2.335 -3.078
Se 0.299 3.602 2.351
V -0.465 0.586 -0.198
Cl -3.546 -3.825 0.208
Cl -2.700 1.526 0.241
S -1.493 -1.449 0.420
O 1.112 -0.434 -0.743
O 0.138 1.058 1.328
O -1.127 0.322 -2.053
O 2.456 1.606 0.422
N 0.715 1.011 3.538
N -1.720 -1.677 -2.925
N 2.943 -1.360 -1.606
N -0.407 -0.190 -4.111
C -1.077 -0.506 -3.008
C -5.116 0.387 0.009
C -4.126 -2.197 0.153
C -3.766 0.135 0.150
C 0.931 1.662 2.284
C 3.228 0.665 -0.255
C -5.984 -0.690 -0.052
C 2.361 -0.414 -0.894
C 1.609 1.458 4.602
C 2.395 1.495 1.828
C 2.150 -2.395 -2.263
C -5.487 -1.980 0.018
C -0.680 1.002 3.975
C 4.368 -1.394 -1.908
C -3.208 -1.138 0.231
H -2.098 -1.936 -2.025
H 1.457 2.511 4.871
H 1.144 -2.404 -1.858
H 3.972 0.201 0.400
H -1.314 0.596 3.190
H 3.743 1.189 -1.061
H 2.620 -3.362 -2.089
H 4.916 -0.622 -1.381
H -0.377 -0.794 -4.913
H -5.477 1.405 -0.052
H 4.772 -2.365 -1.625
H 3.027 2.261 2.282
H 2.651 1.319 4.323
H 2.714 0.504 2.165
H -1.045 1.998 4.257
H -1.707 -2.355 -3.665
H 4.515 -1.249 -2.979
H -7.046 -0.523 -0.160
H -6.150 -2.833 -0.036
H -0.758 0.354 4.846
H 1.419 0.848 5.482
H 2.116 -2.207 -3.337
H 0.146 0.669 -4.094
*
```

---

(3)
The following is a DFT calculation (wB97M-V/def2-TZVPD) of C15H23Cl3NO2PPb as an isolated structure.

The value obtained for the HOMO energy (alpha / beta) is -15.3957 / -14.7435 eV. The energy comes out at -2704.64868 Ha. The gap between HOMO and LUMO (alpha / beta) is 6.5 / 5.5 eV.

The geometry in ORCA input format:
```
! wB97M-V def2-TZVPD RIJCOSX def2/J DEFGRID3
* xyz 2 1
Pb -1.002 -0.969 1.078
Cl -2.995 2.523 4.488
Cl -0.488 3.867 3.857
Cl -0.425 1.402 5.421
P -0.249 -1.607 -2.298
O -0.288 1.533 1.936
O -1.946 0.316 2.858
N 2.191 1.731 -0.137
C 1.294 -1.371 0.573
C 0.314 -2.931 -1.214
C 3.608 -1.733 1.272
C -1.740 -2.052 -3.201
C 2.587 -3.274 -0.260
C 2.882 1.142 -1.263
C -1.150 1.326 2.828
C 2.810 1.678 1.157
C 1.388 2.891 -0.435
C 2.451 -0.923 1.235
C 2.598 0.381 1.990
C 3.664 -2.913 0.543
C 1.423 -2.482 -0.273
C -1.267 2.286 4.109
C 1.072 -1.342 -3.511
H 3.713 1.786 -1.607
H 2.636 -4.170 -0.882
H 3.500 0.319 2.623
H 2.169 1.031 -2.092
H 2.395 2.519 1.735
H 4.558 -3.530 0.579
H -1.535 -2.841 -3.943
H 3.289 0.159 -0.993
H 2.044 -1.271 -3.005
H 1.096 -2.159 -4.245
H 4.467 -1.423 1.868
H -0.261 -0.321 -1.701
H 0.869 -0.392 -4.024
H -2.520 -2.415 -2.511
H -1.572 -0.956 -0.759
H 0.730 3.109 0.419
H 0.774 2.690 -1.326
H 0.669 -3.736 -1.880
H -2.115 -1.162 -3.728
H 2.011 3.782 -0.647
H 1.741 0.546 2.661
H 3.905 1.843 1.041
H -0.552 -3.334 -0.662
*
```

---

(4)
The following is a DFT calculation (wB97M-V/def2-TZVPD) of a 6-piece molecular cluster, C15H23Cl6FO2 overall.

As for the SMILES: Fc1ccccc1.CC(C)=O.CC(C)=O.ClCCl.ClCCl.ClCCl. The relative energy (zero: lowest compared OMol25 entry of this formula, charge and spin) is 31.47 kcal per mole. The value obtained for the HOMO energy is -9.3132 eV. The energy comes out at -3596.79247 Ha. The gap between HOMO and LUMO is 9.6 eV.

The geometry in ORCA input format:
```
! wB97M-V def2-TZVPD RIJCOSX def2/J DEFGRID3
* xyz 0 1
Cl 17.969 -14.289 -11.344
Cl 20.527 -16.343 -13.487
Cl 24.007 -12.959 -8.037
Cl 22.092 -13.075 -10.264
Cl 22.356 -14.135 -13.830
Cl 18.850 -11.511 -12.137
F 20.299 -12.135 -15.594
O 21.055 -19.503 -14.648
O 16.275 -18.294 -14.344
C 21.542 -20.019 -13.682
C 19.367 -8.325 -16.691
C 18.939 -10.197 -15.286
C 17.643 -18.154 -12.397
C 15.273 -19.218 -12.467
C 18.166 -12.499 -10.880
C 22.362 -12.505 -8.658
C 22.646 -21.034 -13.808
C 20.694 -10.273 -16.953
C 20.412 -8.988 -17.342
C 20.739 -14.657 -13.279
C 19.981 -10.869 -15.944
C 21.136 -19.571 -12.272
C 16.403 -18.497 -13.132
C 18.645 -8.861 -15.696
H 18.366 -17.824 -13.143
H 23.186 -21.265 -12.890
H 22.245 -11.434 -8.491
H 21.558 -12.957 -8.077
H 20.514 -18.676 -12.240
H 20.585 -20.410 -11.847
H 14.917 -18.835 -11.511
H 20.655 -14.384 -12.226
H 19.064 -7.327 -16.973
H 15.542 -20.272 -12.395
H 22.060 -21.924 -14.039
H 17.962 -18.945 -11.718
H 21.018 -8.480 -18.078
H 21.529 -10.713 -17.477
H 22.040 -19.378 -11.695
H 18.351 -10.712 -14.540
H 17.922 -8.288 -15.135
H 17.170 -12.100 -10.691
H 18.784 -12.564 -9.984
H 19.970 -14.194 -13.897
H 17.522 -17.352 -11.669
H 14.501 -19.166 -13.235
H 23.518 -20.862 -14.438
*
```